This record from the OMol25 dataset describes 2 unconnected molecules or ions with the total composition C6H12N2. The level of theory is ωB97M-V/def2-TZVPD.

Atoms and positions in Å:
C: 1.514 0.063 -2.257
C: 0.678 1.118 -2.966
H: 1.180 -0.026 -1.214
H: 1.468 -0.934 -2.665
H: 2.535 0.418 -2.219
H: 0.045 1.830 -2.436
H: 1.253 1.798 -3.615
H: 0.067 0.635 -3.744
C: 0.689 -1.653 1.471
C: -1.584 0.692 2.941
C: -0.539 -0.860 1.870
C: -1.538 -0.361 1.031
N: -0.625 -0.187 3.072
N: -2.069 0.698 1.655
H: -1.982 1.312 3.725
H: -2.714 1.387 1.339
H: -1.479 -0.662 -0.006
H: 0.566 -2.422 0.721
H: 1.306 -2.025 2.286
H: 1.229 -0.823 1.010

Forces on the atoms, in the same order (eV/Å):
-0.2 1.0 1.4
-0.4 0.3 -2.3
0.1 -0.1 -0.2
0.0 -0.1 -0.5
0.4 -0.3 0.1
0.0 -0.6 0.7
0.4 -0.3 0.4
-0.3 0.1 0.5
-0.2 1.2 0.1
0.5 -0.1 -0.8
-1.3 0.5 0.3
3.2 -1.8 -0.8
0.1 -0.5 0.2
-0.9 0.5 1.7
0.1 0.2 -0.1
-0.5 -0.1 -0.4
-0.9 0.7 -0.2
-0.4 -0.2 -0.1
-0.4 0.0 0.2
0.8 -0.4 -0.2

Kohn-Sham gap: 9.16 eV
energy above the lowest of the compared OMol25 structures with the same formula, charge and spin: 21.5 kcal per mole
DFT total energy: -9395.919 eV
lowest unoccupied orbital energy: 0.85 eV
SMILES string: Cc1c[nH]cn1.CC
HOMO energy: -8.313 eV